DFT (the ωB97M-V functional and the def2-TZVPD basis) results for a molecular structure, C37H44OP2PtSSi2.

Computed properties:
E = -3290.3531 Ha
HOMO = -12.9 eV
Total charge = +2
LUMO energy = -6.00 eV
Largest force on an atom = 0.0014 Eh/bohr
Orbital gap = 6.95 eV

Geometry (Å):
Pt -1.5044 0.6350 0.4464
C 1.5676 1.1688 2.3170
Si -0.2106 1.6628 2.1653
C -1.2010 1.1678 3.6558
C -0.4364 3.4445 1.6523
C -0.3461 4.4744 2.5915
C -0.5647 5.7927 2.2130
C -0.8851 6.0933 0.8942
C -0.9651 5.0790 -0.0514
C -0.7340 3.7507 0.3120
Si -0.6521 2.3650 -0.9440
C -1.8777 2.4756 -2.3448
C 1.0646 2.2047 -1.6105
H 2.0438 1.9248 2.9507
H 2.1037 1.1549 1.3668
H 1.6816 0.2079 2.8217
H -0.7565 1.6274 4.5444
H -1.1874 0.0859 3.8062
H -2.2376 1.4952 3.5784
H -0.1111 4.2582 3.6285
H -0.4895 6.5849 2.9462
H -1.0601 7.1201 0.6011
H -1.2000 5.3349 -1.0790
H -1.5334 3.2590 -3.0276
H -2.8868 2.7334 -2.0296
H -1.9199 1.5491 -2.9195
H 1.2621 3.1414 -2.1443
H 1.1778 1.3872 -2.3236
H 1.8251 2.0920 -0.8403
C -5.6237 2.5294 0.3996
S -3.9115 2.9979 0.5407
C -3.9918 3.9665 2.0293
O -3.2488 1.6699 0.9772
H -5.9360 2.0310 1.3157
H -5.7140 1.8632 -0.4557
H -6.2082 3.4326 0.2244
H -4.6095 4.8403 1.8188
H -2.9785 4.2830 2.2695
H -4.4253 3.3666 2.8283
C 1.4731 -1.6024 0.3372
P -0.2702 -1.2158 0.1002
C -0.8335 -1.9334 -1.4477
C -1.3080 -3.2450 -1.4796
C -1.6804 -3.8096 -2.6891
C -1.5761 -3.0743 -3.8624
C -1.0943 -1.7723 -3.8350
C -0.7258 -1.2005 -2.6291
C -1.1852 -2.0371 1.4288
C -2.5844 -2.0424 1.3272
C -3.3592 -2.4890 2.3879
C -2.7464 -2.9471 3.5454
C -1.3603 -2.9618 3.6445
C -0.5785 -2.4973 2.5980
P 2.7806 -0.7886 -0.7319
C 2.5248 -1.6093 -2.3394
C 2.7156 -0.8257 -3.4757
C 2.5594 -1.3681 -4.7457
C 2.2050 -2.7001 -4.8866
C 2.0171 -3.4940 -3.7597
C 2.1797 -2.9533 -2.4958
C 4.2056 -1.6696 -0.0004
C 4.5975 -1.2887 1.2847
C 5.6856 -1.8869 1.8975
C 6.4129 -2.8581 1.2211
C 6.0477 -3.2221 -0.0651
C 4.9473 -2.6337 -0.6762
H 1.5175 -2.6951 0.2685
H 1.7380 -1.3311 1.3592
H -1.3902 -3.8238 -0.5678
H -2.0518 -4.8251 -2.7158
H -1.8675 -3.5204 -4.8040
H -0.9992 -1.2074 -4.7527
H -0.3255 -0.1952 -2.6123
H -3.0686 -1.7542 0.3979
H -4.4371 -2.5019 2.3004
H -3.3486 -3.3109 4.3670
H -0.8861 -3.3413 4.5397
H 0.4989 -2.5190 2.6928
H 3.0077 0.2133 -3.3674
H 2.7257 -0.7535 -5.6205
H 2.0883 -3.1281 -5.8737
H 1.7579 -4.5389 -3.8707
H 2.0585 -3.5945 -1.6304
H 4.0625 -0.5020 1.8090
H 5.9784 -1.5840 2.8941
H 7.2703 -3.3189 1.6927
H 6.6213 -3.9665 -0.6011
H 4.6813 -2.9261 -1.6831